Record 1
{
  "formula": "C35H41BrCoF3N5O4S3Si",
  "method": "ωB97M-V/def2-TZVPD",
  "e_homo_ev": [-1.751, -1.744],
  "multiplicity": 2,
  "orbital_gap_ev": [5.690, 5.683],
  "e_tot_ev": -208813.8589,
  "charge": -2,
  "relative_energy_kj_mol": 0.00,
  "symbols": ["Co", "C", "C", "N", "N", "C", "O", "C", "C", "C", "C", "C", "C", "C", "C", "C", "C", "C", "N", "H", "H", "H", "H", "H", "H", "H", "H", "H", "H", "H", "H", "S", "C", "C", "C", "C", "N", "C", "C", "C", "S", "C", "N", "H", "H", "F", "C", "F", "F", "S", "O", "O", "O", "C", "C", "C", "C", "Si", "Br", "C", "C", "C", "C", "C", "C", "C", "C", "H", "H", "H", "H", "H", "H", "H", "H", "H", "H", "H", "H", "H", "H", "H", "H", "H", "H", "H", "H", "H", "H", "H", "H", "H", "H", "H"],
  "xyz": [[-0.012, 0.701, 0.045], [0.556, 1.924, -3.913], [0.550, 1.734, -2.434], [-0.253, 0.953, -1.806], [-1.210, 0.215, -2.429], [-1.807, -0.526, -1.495], [-1.509, -0.548, -0.270], [-2.910, -1.419, -1.957], [-3.556, -1.210, -3.173], [-4.587, -2.050, -3.566], [-4.974, -3.108, -2.753], [-4.330, -3.319, -1.541], [-3.304, -2.474, -1.142], [1.482, 2.431, -1.538], [2.435, 3.342, -1.967], [3.232, 3.969, -1.021], [3.047, 3.684, 0.318], [2.076, 2.757, 0.675], [1.336, 2.134, -0.230], [-0.264, 1.358, -4.347], [1.498, 1.570, -4.341], [0.445, 2.980, -4.173], [-3.236, -0.385, -3.794], [-5.091, -1.880, -4.510], [-5.780, -3.764, -3.062], [-4.629, -4.142, -0.903], [-2.792, -2.613, -0.197], [2.545, 3.554, -3.022], [3.986, 4.683, -1.332], [3.632, 4.167, 1.087], [1.865, 2.500, 1.705], [1.870, -0.988, -0.322], [2.604, -0.873, 1.241], [3.902, -1.365, 1.436], [4.536, -1.353, 2.672], [5.863, -1.879, 2.790], [6.927, -2.310, 2.883], [3.861, -0.819, 3.783], [2.580, -0.307, 3.606], [1.930, -0.310, 2.370], [0.322, 0.346, 2.277], [4.468, -0.789, 5.078], [4.947, -0.755, 6.126], [4.422, -1.781, 0.582], [2.062, 0.118, 4.458], [-4.062, 4.045, 0.459], [-2.909, 4.619, 0.844], [-3.231, 5.605, 1.705], [-2.382, 5.211, -0.245], [-1.742, 3.401, 1.604], [-2.524, 2.849, 2.683], [-0.622, 4.235, 1.976], [-1.502, 2.512, 0.478], [-2.925, -5.845, 3.236], [-3.754, -4.579, 3.510], [-4.669, -4.403, 2.287], [-4.626, -4.852, 4.743], [-2.654, -2.995, 3.726], [-1.185, -3.121, 2.037], [-1.607, -3.040, 5.340], [-0.426, -2.058, 5.256], [-2.451, -2.689, 6.576], [-1.012, -4.438, 5.561], [-3.643, -1.366, 3.493], [-2.870, -0.150, 4.031], [-3.885, -1.078, 2.000], [-4.996, -1.410, 4.225], [-3.611, -6.662, 2.975], [-2.349, -6.166, 4.102], [-2.236, -5.706, 2.404], [-5.244, -5.325, 2.136], [-4.085, -4.220, 1.382], [-5.379, -3.585, 2.400], [-5.302, -5.690, 4.531], [-5.240, -3.997, 5.029], [-4.021, -5.136, 5.607], [-0.745, -1.018, 5.245], [0.183, -2.217, 4.366], [0.215, -2.205, 6.133], [-2.862, -1.682, 6.521], [-1.814, -2.734, 7.468], [-3.279, -3.385, 6.728], [-0.465, -4.791, 4.684], [-1.777, -5.175, 5.816], [-0.307, -4.395, 6.398], [-1.884, -0.056, 3.576], [-2.760, -0.170, 5.116], [-3.418, 0.759, 3.767], [-2.948, -0.876, 1.476], [-4.502, -0.178, 1.914], [-4.397, -1.887, 1.476], [-4.886, -1.619, 5.293], [-5.686, -2.145, 3.806], [-5.470, -0.427, 4.132]],
  "mulliken_charge": [0.03, -1.95, 1.17, 1.77, -1.41, 0.17, -0.35, -0.29, -0.37, -0.69, -0.39, -0.88, 0.52, 0.37, -0.98, -0.42, -1.03, -0.11, 0.71, 0.41, 0.32, 0.36, 0.45, 0.35, 0.38, 0.34, 0.21, 0.43, 0.39, 0.42, 0.53, -0.61, 0.66, -0.72, 0.69, -0.17, -0.65, 0.44, -0.77, -0.23, -0.37, -0.04, -0.65, 0.47, 0.47, -0.23, 0.46, -0.24, -0.24, 1.16, -0.65, -0.73, -0.65, -1.87, 2.51, -2.19, -1.93, 0.08, -0.33, 2.74, -2.19, -1.73, -2.19, 3.17, -2.15, -1.68, -2.06, 0.56, 0.35, 0.26, 0.68, 0.25, 0.27, 0.50, 0.28, 0.33, 0.30, 0.29, 0.58, 0.29, 0.51, 0.29, 0.35, 0.38, 0.59, 0.08, 0.24, 0.74, -0.13, 0.56, 0.20, 0.34, 0.35, 0.51]
}

---

Record 2
{
  "formula": "C35H41N4",
  "method": "ωB97M-V/def2-TZVPD",
  "e_homo_ev": -9.799,
  "orbital_gap_ev": 5.723,
  "e_tot_ev": -42916.2389,
  "charge": 1,
  "relative_energy_kj_mol": 0.00,
  "symbols": ["C", "C", "N", "C", "C", "C", "C", "C", "C", "C", "C", "C", "C", "C", "C", "C", "N", "C", "C", "C", "C", "C", "C", "C", "C", "C", "C", "H", "H", "H", "H", "H", "H", "H", "H", "H", "H", "H", "H", "H", "H", "H", "H", "H", "H", "H", "H", "H", "H", "H", "H", "H", "H", "H", "H", "H", "C", "C", "C", "C", "C", "N", "C", "C", "C", "N", "C", "C", "H", "H", "H", "H", "H", "H", "H", "H", "H", "H", "H", "H"],
  "xyz": [[4.423, -5.155, -0.415], [4.424, -5.339, 1.093], [3.678, -4.295, 1.761], [4.004, -4.150, 3.163], [3.456, -2.854, 3.730], [1.958, -2.762, 3.461], [1.642, -2.998, 2.016], [2.518, -3.808, 1.235], [2.179, -4.062, -0.130], [1.101, -3.414, -0.701], [0.310, -2.458, 0.009], [-0.638, -1.671, -0.687], [-1.522, -0.721, -0.114], [-2.791, -0.463, -0.714], [-3.737, 0.359, -0.124], [-3.459, 0.959, 1.140], [-4.384, 1.761, 1.746], [-5.497, 2.295, 0.989], [-6.097, 1.243, 0.069], [-5.027, 0.638, -0.832], [-4.042, 2.534, 2.922], [-3.101, 1.762, 3.832], [-1.852, 1.365, 3.057], [-2.180, 0.752, 1.732], [-1.220, 0.003, 1.072], [0.513, -2.448, 1.428], [3.003, -5.009, -0.945], [5.007, -4.265, -0.680], [4.904, -6.021, -0.878], [3.993, -6.327, 1.343], [5.448, -5.318, 1.483], [3.603, -5.008, 3.734], [5.097, -4.183, 3.256], [3.656, -2.817, 4.804], [3.968, -2.002, 3.264], [1.437, -3.502, 4.092], [1.589, -1.774, 3.751], [0.821, -3.651, -1.730], [-0.797, -1.934, -1.743], [-3.059, -1.014, -1.616], [-6.245, 2.658, 1.703], [-5.171, 3.163, 0.383], [-6.569, 0.454, 0.664], [-6.876, 1.707, -0.542], [-4.823, 1.338, -1.657], [-5.405, -0.282, -1.291], [-3.567, 3.488, 2.628], [-4.973, 2.781, 3.444], [-2.831, 2.383, 4.689], [-3.601, 0.864, 4.213], [-1.229, 2.257, 2.884], [-1.249, 0.668, 3.650], [-0.235, -0.094, 1.528], [-0.261, -2.030, 2.072], [3.029, -4.643, -1.976], [2.527, -6.003, -0.969], [1.354, 6.508, -0.919], [2.089, 6.265, -2.091], [1.936, 5.052, -2.777], [1.049, 4.074, -2.285], [0.837, 2.767, -2.997], [0.229, 1.769, -2.425], [-0.101, 0.641, -3.313], [1.004, 0.329, -4.304], [1.336, 1.552, -5.134], [1.335, 2.716, -4.266], [0.301, 4.320, -1.125], [0.449, 5.539, -0.444], [1.498, 7.451, -0.377], [2.795, 7.009, -2.470], [2.536, 4.899, -3.682], [-0.293, -0.222, -2.664], [-1.027, 0.858, -3.883], [1.897, 0.040, -3.741], [0.731, -0.505, -4.949], [2.332, 1.463, -5.572], [0.608, 1.686, -5.945], [1.779, 3.547, -4.627], [-0.396, 3.550, -0.775], [-0.128, 5.736, 0.466]],
  "mulliken_charge": [-0.87, -0.53, 0.02, -0.59, -0.87, -0.60, 0.51, 0.27, 0.54, -1.37, 0.11, -0.78, 0.69, -1.38, 0.60, 0.43, 0.00, -0.60, -0.85, -0.95, -0.66, -0.86, -0.85, 0.55, -1.20, -1.29, -0.80, 0.31, 0.36, 0.28, 0.39, 0.29, 0.39, 0.37, 0.32, 0.31, 0.31, 0.49, 0.53, 0.46, 0.41, 0.28, 0.31, 0.37, 0.31, 0.45, 0.28, 0.41, 0.39, 0.31, 0.34, 0.32, 1.24, 1.30, 0.41, 0.31, -0.42, -0.74, -0.43, 0.75, 0.25, -0.37, 0.48, -0.64, -0.72, -0.09, -0.51, -0.49, 0.36, 0.37, 0.24, -0.66, 0.23, 0.30, 0.43, 0.37, 0.33, 0.09, 0.56, 0.37]
}

---

Record 3
{
  "formula": "C35H42BGeIrN6Se",
  "method": "ωB97M-V/def2-TZVPD",
  "e_homo_ev": [-13.368, -13.386],
  "multiplicity": 5,
  "orbital_gap_ev": [7.807, 4.680],
  "e_tot_ev": -171280.6808,
  "charge": 2,
  "symbols": ["Ir", "C", "C", "C", "C", "N", "N", "B", "N", "N", "C", "C", "C", "C", "C", "C", "C", "C", "C", "C", "N", "N", "C", "C", "C", "C", "C", "C", "C", "C", "C", "C", "C", "C", "C", "C", "C", "C", "H", "H", "H", "H", "H", "H", "H", "H", "H", "H", "H", "H", "H", "H", "H", "H", "H", "H", "H", "H", "H", "H", "H", "H", "H", "H", "H", "H", "C", "Ge", "C", "C", "C", "Se", "C", "H", "H", "H", "H", "H", "H", "H", "H", "H", "H", "H", "H", "H", "H"],
  "xyz": [[0.869, -0.368, -0.409], [2.417, 1.266, 4.618], [1.663, 0.413, 3.644], [0.719, -0.577, 3.897], [0.316, -1.057, 2.656], [0.974, -0.373, 1.702], [1.790, 0.533, 2.312], [2.728, 1.454, 1.457], [3.601, 0.560, 0.554], [3.016, -0.293, -0.340], [3.976, -0.935, -0.986], [5.211, -0.500, -0.503], [4.939, 0.443, 0.468], [5.889, 1.237, 1.313], [3.669, -1.940, -2.032], [2.368, -2.241, -2.374], [2.030, -3.175, -3.339], [3.050, -3.841, -3.999], [4.372, -3.557, -3.678], [4.677, -2.612, -2.701], [1.823, 2.351, 0.552], [1.028, 1.760, -0.372], [0.374, 2.703, -1.037], [0.770, 3.950, -0.555], [1.702, 3.688, 0.446], [2.449, 4.648, 1.321], [-0.623, 2.302, -2.053], [-1.723, 3.108, -2.337], [-2.683, 2.690, -3.253], [-2.553, 1.464, -3.905], [-1.452, 0.660, -3.646], [-0.496, 1.084, -2.730], [-0.695, -2.085, 2.323], [-0.651, -2.820, 1.135], [-1.629, -3.756, 0.823], [-2.676, -3.975, 1.709], [-2.724, -3.267, 2.906], [-1.741, -2.335, 3.213], [2.077, 1.051, 5.628], [2.263, 2.328, 4.419], [3.491, 1.074, 4.570], [0.409, -0.931, 4.873], [3.402, 2.139, 2.178], [6.197, -0.826, -0.816], [6.911, 0.965, 1.060], [5.739, 1.043, 2.378], [5.772, 2.310, 1.149], [1.567, -1.718, -1.862], [0.992, -3.383, -3.578], [2.814, -4.577, -4.759], [5.174, -4.074, -4.190], [5.716, -2.401, -2.462], [0.461, 4.928, -0.906], [2.114, 5.662, 1.114], [3.525, 4.601, 1.141], [2.281, 4.439, 2.379], [-1.838, 4.062, -1.827], [-3.536, 3.328, -3.465], [-3.292, 1.155, -4.635], [-1.318, -0.272, -4.183], [0.409, 0.494, -2.616], [0.200, -2.726, 0.470], [-1.553, -4.340, -0.088], [-3.437, -4.714, 1.480], [-3.532, -3.446, 3.609], [-1.792, -1.787, 4.151], [-5.030, -0.544, 1.451], [-4.944, -0.508, -0.475], [-6.409, 0.335, -1.382], [-4.423, -2.210, -1.211], [-3.359, 0.720, -0.914], [-1.838, 0.158, 0.014], [-1.765, 1.465, 1.414], [-5.862, -1.177, 1.772], [-5.192, 0.459, 1.859], [-4.105, -0.966, 1.862], [-7.325, -0.228, -1.185], [-6.223, 0.335, -2.457], [-6.547, 1.361, -1.036], [-5.197, -2.952, -0.988], [-3.483, -2.555, -0.768], [-4.314, -2.145, -2.297], [-3.569, 1.752, -0.629], [-3.158, 0.635, -1.987], [-2.751, 1.512, 1.878], [-1.498, 2.412, 0.940], [-1.004, 1.152, 2.127]],
  "mulliken_charge": [1.20, -1.36, 0.70, -1.16, -0.37, -0.21, 0.68, -1.19, 0.50, -0.03, 0.46, -1.32, 0.60, -1.36, 0.89, 0.60, -1.34, -0.46, -0.81, -0.71, 0.54, 0.10, -0.35, -1.12, 0.70, -1.40, 0.62, -0.71, -0.68, -0.70, -0.85, -0.33, 0.52, 0.10, -1.05, -0.24, -0.89, -0.72, 0.41, 0.27, 0.27, 0.58, -0.01, 0.46, 0.39, 0.27, 0.28, 0.42, 0.45, 0.40, 0.43, 0.39, 0.56, 0.41, 0.27, 0.27, 0.43, 0.43, 0.51, 0.48, 1.23, 0.89, 0.48, 0.49, 0.44, 0.39, -0.84, 0.57, -1.15, -0.78, -0.35, 0.28, -0.73, 0.41, 0.36, 0.08, 0.41, 0.37, 0.39, 0.42, 0.01, 0.35, 0.68, -0.56, 0.51, 0.34, 0.07]
}